No. 1
95
Properties=species:S:1:pos:R:3:lowdin_charge:R:1 method="wB97M-V/def2-TZVPD" de_lowest_kcal_mol=12.1 gap_ev=7.7 homo_ha=-0.3596 e_lumo_ev=-2.129
C -1.280 -3.053 -0.952 -0.10
O -1.641 -0.397 1.714 -0.04
C -2.373 -0.029 -5.518 -0.08
H -1.452 0.245 -6.033 0.08
C 5.984 2.064 6.686 -0.08
O -4.473 -1.242 1.428 -0.31
H 3.323 1.133 2.365 0.08
O -3.247 -0.212 -1.297 -0.32
H 4.325 0.614 5.273 0.10
C -3.841 -5.967 -0.923 -0.33
C -5.130 -1.829 -2.543 -0.06
H -5.379 -5.300 0.290 0.09
H 6.155 0.988 6.705 0.06
C -1.095 2.367 3.847 -0.13
O -2.815 -1.320 4.190 -0.14
H 3.531 5.807 2.586 0.10
H 2.138 -1.470 -1.137 0.07
C -5.293 -5.656 -0.736 -0.07
H 3.455 1.605 -5.308 0.07
O 7.244 1.804 4.257 -0.32
H -1.947 2.629 2.097 0.00
H -2.842 -0.835 -6.083 0.10
C 3.179 0.786 3.388 -0.07
H 1.698 2.039 -5.758 0.06
H -1.736 1.555 4.188 0.07
H -0.914 -1.014 -4.605 0.10
S 6.225 2.660 4.904 0.66
O 2.639 5.665 0.394 0.07
H -5.927 -6.509 -0.977 0.09
H 2.592 1.262 -6.968 0.06
H 1.283 3.583 -1.649 0.06
S 2.081 -0.367 -5.497 0.67
C 2.971 4.874 2.520 0.06
C 1.999 -0.020 -2.760 -0.25
H -3.653 -6.357 -1.923 0.12
H 0.784 0.291 1.227 0.09
S -1.559 -4.847 -0.976 0.71
C -1.795 -2.040 4.805 -0.16
H 2.858 -0.252 3.301 0.08
O 6.490 4.062 4.946 -0.28
V -3.903 0.293 1.673 1.10
H -1.333 -1.495 5.628 0.07
H 1.788 -2.114 -2.792 0.08
O 4.741 2.347 4.208 -0.30
O -1.279 -5.272 -2.361 -0.30
H 2.113 4.951 3.188 0.10
H -0.741 3.051 4.618 0.08
H -3.006 0.856 -5.464 0.08
H 3.602 4.018 2.758 0.08
H 5.261 0.290 3.838 0.12
S -3.840 -0.439 -2.613 0.68
H -0.260 1.947 3.286 0.06
O 3.261 -1.216 -5.317 -0.29
O 1.286 -0.140 -4.021 -0.31
O -1.972 3.059 2.955 -0.14
H -2.399 -0.734 3.554 -0.01
H -5.140 -2.388 -3.478 0.07
C 0.161 0.570 0.377 0.05
C -1.817 -0.500 -4.276 -0.31
H 0.401 4.600 -2.709 0.09
O -3.221 -4.727 -0.695 -0.26
H -0.408 -2.788 -1.549 0.06
O 1.586 3.830 0.984 0.05
H -2.158 -2.613 -1.425 0.03
C 4.457 0.912 4.232 -0.25
H 2.950 0.500 -2.871 0.11
C 2.361 -1.398 -2.202 -0.06
H -4.726 -2.511 -1.795 0.04
O -2.076 1.456 0.823 -0.07
H 0.526 1.554 0.083 0.07
O -0.932 -5.332 0.252 -0.30
C 0.574 3.549 -2.477 -0.15
C -1.214 0.571 1.020 -0.64
O -2.738 -1.319 -3.510 -0.26
H 1.448 0.551 -2.013 0.08
H -2.159 -2.988 5.199 0.08
N 2.343 4.758 1.160 -0.43
H -5.576 -4.879 -1.446 0.07
H 6.833 2.623 7.081 0.06
H 5.004 2.432 6.989 0.07
H 2.330 1.372 3.741 0.07
O 1.065 -0.793 -6.411 -0.28
O -0.653 3.040 -2.011 -0.11
H -1.179 -2.790 0.101 0.07
H 3.426 -1.599 -2.316 0.08
H -1.277 0.221 -3.662 0.12
O -4.381 0.623 -3.398 -0.27
H -3.567 -6.736 -0.201 0.12
H 0.939 2.901 -3.275 0.06
H -0.497 2.202 -1.570 0.03
O -4.286 0.766 3.109 -0.24
C 2.557 1.380 -5.885 -0.08
H 0.295 -0.192 -0.391 0.07
H -1.042 -2.136 4.022 0.08
H -6.093 -1.438 -2.215 0.07

***

No. 2
14
Properties=species:S:1:pos:R:3:nbo_charge:R:1 method="wB97M-V/def2-TZVPD" de_lowest_kcal_mol=60.1 gap_ev=11.4 homo_ha=-0.3866 smiles=COCOCC#N e_lumo_ev=0.842
H -1.624 -1.280 0.302 0.15
C -1.028 -0.828 -0.504 0.23
C 0.413 1.457 0.395 0.28
H 1.443 -1.926 -1.450 0.18
H 2.294 -1.035 -0.172 0.21
O 0.291 -0.899 -0.065 -0.55
H -1.366 2.385 0.022 0.23
O -1.516 0.497 -0.693 -0.52
H 1.698 -0.141 -1.530 0.19
C -1.068 1.374 0.309 -0.17
H -1.259 -1.338 -1.447 0.17
C 1.454 -0.993 -0.875 -0.26
N 1.564 1.599 0.405 -0.35
H -1.499 1.149 1.301 0.21

***

No. 3
20
Properties=species:S:1:pos:R:3:nbo_charge:R:1 method="wB97M-V/def2-TZVPD" de_lowest_kcal_mol=21.0 gap_ev=11.7 homo_ha=-0.3947 smiles=CCCCC.O e_lumo_ev=1.010
H -2.160 0.068 -1.812 0.21
H -0.403 -2.497 2.942 0.21
H -0.806 -0.772 2.664 0.21
H -0.620 0.916 -2.584 0.22
C -0.134 -1.573 2.435 -0.62
O 3.319 5.873 0.404 -0.93
H 0.873 -1.400 2.773 0.21
H -1.791 -1.623 -0.118 0.19
H 3.211 6.655 -0.164 0.46
H -0.297 -2.924 0.717 0.19
C -1.198 0.029 -2.312 -0.62
H 2.446 5.855 0.827 0.46
H -1.244 -0.098 0.484 0.19
H -0.266 -1.894 -1.759 0.19
H 0.705 -0.514 -1.326 0.19
H 1.005 -1.881 0.547 0.19
C -0.891 -1.012 0.004 -0.39
C -0.013 -1.890 0.938 -0.40
H -1.414 -0.447 -3.249 0.21
C -0.324 -0.868 -1.411 -0.39

***

No. 4
22
Properties=species:S:1:pos:R:3:nbo_charge:R:1 method="wB97M-V/def2-TZVPD" de_lowest_kcal_mol=134.8 gap_ev=9.5 charge=+1 homo_ha=-0.5059 smiles="CC1=[NH+]OC=NN1C(C)C" e_lumo_ev=-4.283
C 0.597 -2.322 -0.047 -0.69
H 0.546 -2.897 0.895 0.29
H 2.527 2.385 -0.539 0.24
H -3.122 0.404 -0.870 0.24
N 0.879 1.375 -0.205 -0.28
C 2.109 1.453 -0.127 0.38
H -1.657 -0.334 -1.991 0.23
N 0.264 0.146 0.029 -0.20
H -1.593 0.945 2.315 0.24
H 3.053 -1.504 -0.237 0.43
N 2.391 -0.858 0.172 -0.24
O 2.987 0.418 0.215 -0.32
H -2.379 1.966 0.920 0.26
H -0.457 -2.310 -0.399 0.26
C 1.086 -0.947 0.009 0.54
H 1.246 -2.868 -0.660 0.26
H -0.574 2.114 1.192 0.25
H -1.565 -0.677 0.549 0.22
C -1.188 0.215 0.250 -0.08
C -1.925 0.446 -1.131 -0.63
C -1.479 1.347 1.163 -0.65
H -1.746 1.504 -1.503 0.24

***

No. 5
18
Properties=species:S:1:pos:R:3:nbo_charge:R:1 method="wB97M-V/def2-TZVPD" de_lowest_kcal_mol=123.4 gap_ev=9.0 homo_ha=-0.3030 e_lumo_ev=0.754
H -1.600 -0.125 1.448 0.15
H -0.631 1.845 0.865 0.47
H 2.007 0.399 1.503 0.21
H -3.398 0.112 -0.272 0.22
H -0.040 -1.450 0.618 0.35
C -2.467 -0.396 -0.522 -0.64
H 2.740 -1.015 0.717 0.22
O -1.253 1.501 0.212 -0.72
H -2.597 -1.475 -0.405 0.21
H 2.108 -0.033 -1.530 0.18
H 1.149 1.205 -0.725 0.20
C -1.366 0.104 0.395 0.23
O 0.209 -0.778 -1.260 -0.52
C 2.463 0.031 0.583 -0.65
N -0.072 -0.549 0.143 -0.38
C 1.557 0.209 -0.616 0.00
H -2.194 -0.182 -1.555 0.24
H 3.383 0.596 0.400 0.23

***

No. 6
71
Properties=species:S:1:pos:R:3:lowdin_spin:R:1 method="wB97M-V/def2-TZVPD" de_lowest_kcal_mol=0.0 gap_ev="7.1 / 6.4" multiplicity=5 s2=6.029 homo_ha="-0.2494 / -0.2968" e_lumo_ev="0.279 / -1.634"
H -0.620 0.996 -3.216 0.00
C 3.961 1.125 2.873 0.01
H 1.700 1.422 4.779 0.00
H 2.921 1.620 0.232 0.00
C 5.265 1.025 3.341 0.00
H 2.005 3.100 0.160 0.00
C 2.799 -0.142 -4.448 0.00
C -1.203 0.145 5.963 0.00
H 5.894 1.905 3.366 0.00
H 0.110 1.355 -0.829 0.00
H -2.460 -1.245 4.918 0.00
C -0.852 -2.847 -2.920 0.01
C 3.651 1.693 -3.136 0.00
C -0.672 -0.084 -3.145 0.00
C -4.250 -1.346 -0.985 0.09
C -1.889 -2.125 -3.493 0.01
Rh 0.875 -1.537 0.569 1.72
H -1.836 0.179 6.840 0.00
C 4.473 2.061 -4.188 0.00
S 4.148 -1.002 -0.585 0.49
C 0.429 0.053 3.710 0.01
C 0.282 -2.190 -2.461 0.01
H 3.598 2.089 2.541 0.00
H -2.613 -0.181 -4.043 0.00
H 5.103 1.620 -6.189 0.00
O -0.909 -2.874 0.837 0.26
H 6.779 -0.273 4.127 0.00
H 1.098 -2.749 -2.018 0.00
H 3.614 -0.340 -6.418 0.00
H 1.462 2.410 2.306 0.00
H 0.097 1.785 1.405 0.00
N 2.538 -0.977 -0.900 0.16
C -2.014 -1.008 -0.076 0.12
C 0.780 0.848 4.800 0.00
H 2.143 -0.997 -4.555 0.00
C -0.032 0.894 5.922 0.00
Br -5.782 -0.660 -1.833 0.02
C 3.658 -1.227 3.236 0.01
H 3.685 2.249 -2.208 0.00
H -2.780 -2.638 -3.836 0.00
H 0.247 1.510 6.767 0.00
C 3.144 0.001 2.817 0.02
H -0.996 -1.338 2.922 0.00
C 1.178 1.690 1.534 0.01
H 5.336 -2.284 4.041 0.00
C 1.903 2.014 0.218 0.00
C 2.806 0.592 -3.264 0.01
P 1.787 0.062 -1.874 0.03
C -1.935 -2.437 0.253 0.12
Br -3.274 1.351 -0.946 0.00
Br -2.814 -5.106 0.212 0.00
C 0.368 -0.805 -2.563 0.01
C -3.029 -3.273 -0.133 0.04
P 1.433 -0.007 2.189 0.05
C 4.953 -1.326 3.716 0.00
C 1.158 1.561 -1.056 0.00
C -3.225 -0.506 -0.642 0.04
O 4.697 0.377 -0.477 0.35
C 4.459 1.330 -5.369 0.00
H 1.180 2.348 -1.813 0.00
C 3.625 0.229 -5.498 0.00
C -0.738 -0.702 3.762 0.00
C -1.796 -0.745 -3.612 0.01
C 5.761 -0.197 3.765 0.00
O -1.009 -0.282 0.133 0.27
C -1.554 -0.653 4.885 0.00
C -4.143 -2.752 -0.739 0.08
Br -5.541 -3.893 -1.270 0.02
H -0.929 -3.922 -2.817 0.00
H 5.131 2.913 -4.084 0.00
H 3.035 -2.113 3.178 0.00

***

No. 7
147
Properties=species:S:1:pos:R:3:lowdin_charge:R:1 method="wB97M-V/def2-TZVPD" de_lowest_kcal_mol=1.5 gap_ev=9.8 homo_ha=-0.3484 e_lumo_ev=0.326
C 5.691 -1.439 -2.918 -0.06
H 5.603 -0.902 0.588 0.09
H -3.020 -3.552 1.703 0.12
H 1.681 2.360 -5.108 0.08
H -4.240 3.395 -4.632 0.07
H -4.026 -1.817 4.052 0.07
H 2.408 0.280 -7.402 0.07
H -2.669 3.953 -2.946 0.13
H -0.918 -6.809 1.294 0.08
H 4.337 0.640 -1.651 0.07
H 4.621 1.116 3.509 0.08
H -3.809 3.521 -1.178 0.03
H -1.125 1.907 -2.864 0.07
O -5.930 0.796 -2.660 -0.08
H -5.337 1.568 -2.442 0.06
H 0.832 2.229 -1.287 0.09
O -0.031 -1.971 -1.059 -0.07
H -2.646 -1.507 2.937 0.06
H 6.295 -1.075 -2.093 0.07
H 3.853 0.790 0.910 0.10
H -6.656 -1.556 -2.407 0.08
O 3.952 0.865 2.902 -0.05
H 5.678 2.579 1.692 0.08
H 5.983 -0.899 -3.824 0.09
C 2.859 -2.839 3.968 -0.06
H 3.171 3.840 -0.203 0.08
O 0.755 -3.014 2.924 -0.10
H -0.087 -5.862 -0.818 0.15
H 2.681 0.201 -2.229 0.08
C 0.686 1.579 3.686 -0.06
H -1.408 0.696 0.422 0.06
H 1.519 0.893 4.002 0.09
H -0.106 -2.634 -0.335 0.07
C 0.666 -2.718 5.246 -0.04
H 0.181 1.038 2.878 0.07
C -2.131 1.912 -2.404 -0.06
H -2.108 4.893 3.306 0.08
C 0.149 -6.595 1.183 -0.05
H 1.330 1.715 -7.615 0.07
C -0.091 -0.617 -0.581 -0.45
O -2.964 4.511 0.115 -0.07
H 4.035 0.654 -3.365 0.06
C 1.653 3.652 4.760 -0.04
H -0.117 4.140 -2.425 0.06
H -4.366 -1.265 2.396 0.07
H 2.504 -6.037 -0.295 0.06
O 3.548 -1.917 -3.616 -0.03
H 3.283 2.823 -1.669 0.08
C 1.219 3.208 -1.042 -0.48
C -4.843 -4.161 2.724 -0.05
H -8.189 -0.667 -2.408 0.08
H -3.084 2.104 0.862 0.04
O 0.284 -2.495 -3.783 -0.06
C 5.037 -0.846 1.554 -0.04
H 4.104 -1.753 -1.633 0.12
C -3.094 2.966 -2.892 -0.46
C -1.396 -0.370 0.166 -0.03
C 0.936 4.161 -2.151 -0.04
H 6.391 1.391 0.552 0.09
H -1.482 -0.950 1.138 0.09
H 2.168 4.551 4.513 0.06
H 0.698 0.137 -8.073 0.07
H -1.870 2.125 -1.350 0.07
H 0.613 -7.546 0.893 0.08
H -0.002 0.030 -1.457 0.12
C 3.771 0.169 -2.454 -0.05
C 2.741 2.993 -0.708 -0.03
H 0.122 -4.131 1.408 0.08
H -4.717 0.726 -0.301 0.04
C -3.509 -3.359 2.633 -0.46
H 1.601 -4.477 4.246 0.13
H 1.040 3.266 0.911 0.06
H 2.595 -1.844 -3.520 0.06
C 0.872 0.449 -5.884 -0.47
H -4.744 -0.969 -0.954 0.11
H 0.793 -1.615 5.123 0.08
H 2.867 2.096 -0.083 0.04
H -4.424 1.709 -4.234 0.08
H -1.279 3.882 1.129 0.10
C 1.744 1.272 -4.896 -0.07
C -6.481 0.285 -1.444 -0.50
H -2.680 0.927 -2.488 0.11
H 3.248 -3.155 3.001 0.07
O -4.116 3.009 -1.917 -0.07
H 1.429 1.068 -3.854 0.06
H -2.951 2.260 -4.985 0.07
C 1.897 -5.205 -0.052 -0.03
H 4.199 -1.515 1.508 0.06
H 3.526 -3.115 4.767 0.08
H -4.670 -5.237 2.606 0.08
C -5.340 -0.115 -0.512 -0.07
H -3.082 -4.137 4.332 0.09
C -2.343 4.136 1.305 -0.48
H 2.396 3.013 5.300 0.08
O -0.467 0.894 -5.857 -0.05
H -2.317 -0.564 -0.377 0.07
H -2.460 2.287 2.489 0.06
H 2.067 -4.406 -0.780 0.08
H 2.801 -1.746 3.968 0.07
H -0.965 0.328 -5.271 0.08
C -2.494 5.259 2.347 -0.04
H 0.994 0.790 0.598 0.06
H -2.704 5.404 -0.210 0.13
O -2.548 -3.942 3.537 -0.09
H 2.865 2.455 2.649 0.05
H 0.941 -0.808 1.212 0.07
C 1.476 -3.406 4.141 -0.43
H -7.642 -1.467 -0.949 0.08
H 5.649 -1.120 2.386 0.08
H 0.961 -2.967 6.258 0.08
H 0.463 -6.274 2.174 0.07
H 2.807 0.991 -5.064 0.07
H -5.341 -3.923 3.710 0.09
H -0.193 -2.921 3.125 0.06
H 0.007 -2.333 -2.862 0.00
H 1.062 -0.607 -5.612 0.12
H 0.872 3.800 5.529 0.08
H -5.491 -3.798 1.922 0.07
C -7.292 -0.910 -1.822 -0.08
H 0.711 -3.356 -3.835 0.04
C 4.236 -1.286 -2.592 -0.53
O 0.527 3.623 0.136 -0.09
H -0.442 -2.890 5.075 0.09
O 2.156 3.067 2.456 -0.07
H 5.962 -2.482 -3.077 0.08
C 5.900 1.513 1.545 -0.03
H 1.266 5.153 -1.796 0.10
C 0.390 -5.513 0.118 -0.47
H -4.023 2.948 1.974 0.08
H 2.042 -0.446 -0.096 0.07
H -0.009 1.551 4.527 0.08
H -1.875 6.078 2.019 0.07
C -3.684 -1.868 3.030 -0.04
C 1.061 -0.240 0.300 -0.05
C -3.703 2.547 -4.259 -0.03
H -7.159 1.044 -0.976 0.15
H 0.392 3.698 3.097 0.14
H 1.505 3.836 -3.065 0.09
C 1.371 0.641 -7.385 -0.04
H -3.548 5.540 2.425 0.09
H -5.684 -0.313 0.525 0.07
H 6.587 1.211 2.321 0.07
C 1.145 2.964 3.453 -0.47
C 4.612 0.609 1.686 -0.47
C -2.987 2.771 1.703 -0.02
H 2.290 -4.876 0.909 0.07
O -0.255 -4.329 0.506 -0.09

***

No. 8
45
Properties=species:S:1:pos:R:3:nbo_charge:R:1 method="wB97M-V/def2-TZVPD" de_lowest_kcal_mol=22.4 gap_ev="5.0 / 5.0" charge=-2 homo_ha="0.0008 / 0.0008" e_lumo_ev="4.977 / 4.977"
C 2.326 -1.033 0.478 0.69
H -1.588 -3.791 0.882 0.20
H -4.494 1.913 -2.481 0.21
S -2.543 -0.106 -2.128 -0.40
C -0.822 -3.811 -2.890 -0.33
C 2.370 2.449 3.106 -0.24
N 0.900 1.841 0.778 -0.43
F 4.414 -2.351 0.172 -0.35
C 2.170 2.271 0.716 0.01
H -4.719 4.150 -1.406 0.18
H -0.579 1.125 2.030 0.22
C -3.783 2.258 -1.744 -0.29
F 3.678 -2.246 2.186 -0.35
O 2.384 -0.576 -0.660 -0.71
F 4.609 -0.522 1.301 -0.35
H 0.637 1.645 4.135 0.21
H 2.569 2.420 -0.281 0.20
H -0.644 -3.810 -3.959 0.18
C -2.941 3.869 -0.210 -0.36
H 0.198 -0.784 -2.001 0.37
Pd -0.035 0.136 -0.425 0.24
C -1.405 -4.912 -2.290 -0.21
C 3.004 2.949 4.239 0.31
H -0.593 -1.779 -0.167 0.22
H 3.921 3.002 1.704 0.21
O 1.404 -1.176 1.273 -0.71
N -1.772 1.805 -0.508 -0.52
C -2.700 1.410 -1.410 0.04
C -1.904 2.990 0.058 0.05
H -2.086 -5.813 -0.468 0.18
C 1.096 1.831 3.173 -0.20
H -1.673 -5.766 -2.902 0.18
C -1.356 -3.805 -0.174 -0.19
C -0.471 -2.688 -2.130 0.30
H 0.089 -1.416 -3.622 0.37
N 0.204 -1.624 -2.641 -0.80
C -3.901 3.483 -1.148 -0.20
C -0.786 -2.699 -0.760 -0.26
C 0.424 1.558 2.008 0.02
H -3.004 4.829 0.286 0.19
N 3.509 3.394 5.183 -0.41
C 3.752 -1.540 1.036 0.86
H -1.135 3.271 0.769 0.19
C 2.930 2.585 1.818 -0.20
C -1.655 -4.933 -0.929 -0.31